{
  "formula": "C50H114F4N10O12S4",
  "method": "ωB97M-V/def2-TZVPD",
  "charge": 6,
  "homo_energy_ev": -17.935,
  "homo_lumo_gap_ev": 4.1,
  "species": ["O", "C", "H", "H", "H", "H", "H", "H", "H", "H", "H", "H", "H", "C", "C", "H", "C", "N", "C", "O", "H", "H", "H", "H", "H", "N", "H", "H", "H", "C", "H", "N", "H", "H", "H", "H", "H", "C", "H", "H", "H", "H", "H", "H", "H", "H", "H", "H", "H", "N", "H", "H", "H", "H", "C", "O", "O", "C", "H", "H", "H", "C", "H", "C", "H", "C", "C", "C", "H", "H", "H", "C", "H", "C", "C", "O", "C", "H", "F", "H", "H", "C", "C", "S", "H", "N", "H", "C", "H", "H", "H", "H", "H", "S", "H", "F", "H", "H", "F", "H", "H", "C", "S", "C", "H", "O", "H", "H", "H", "H", "H", "H", "N", "C", "O", "H", "H", "C", "C", "H", "C", "H", "H", "H", "C", "C", "H", "N", "H", "H", "H", "H", "H", "H", "H", "H", "O", "O", "F", "H", "O", "H", "S", "H", "O", "H", "C", "C", "H", "H", "N", "N", "H", "C", "N", "C", "H", "H", "H", "C", "C", "H", "C", "C", "O", "H", "C", "H", "H", "C", "H", "C", "H", "C", "C", "C", "H", "H", "C", "H", "C", "C", "H", "C", "H", "H", "H", "C", "H", "C", "H", "H", "C", "H"],
  "positions_angstrom": [[3.000, 0.116, 1.425], [6.602, -3.563, -4.025], [-1.032, 3.298, 1.332], [0.364, 6.149, 0.276], [1.356, 6.180, -3.210], [-4.925, -3.890, 1.773], [-2.594, -1.979, -2.152], [7.006, -4.351, -4.661], [-2.995, 3.088, 3.675], [1.035, 3.797, -4.275], [3.681, -5.536, 3.513], [5.189, -5.168, -2.514], [-5.967, -2.955, -0.745], [4.766, 3.621, 0.141], [4.497, -0.985, -1.181], [1.558, -3.784, 1.078], [-7.697, 0.544, -5.438], [-5.076, -3.124, 1.131], [-1.714, 4.104, 1.600], [1.544, 2.496, 4.618], [0.188, -0.303, -3.717], [-2.156, 1.376, 9.352], [-6.406, -4.499, 0.149], [-0.236, -5.006, 2.015], [-0.327, -0.091, 9.455], [-0.926, -0.223, 8.653], [3.819, -2.005, 4.943], [3.507, -4.122, -1.977], [2.788, -2.987, -0.894], [-0.161, 0.065, -4.682], [-1.541, 4.354, 2.647], [6.165, -2.867, -1.596], [8.470, -4.208, -1.180], [4.957, -2.963, -5.293], [-7.060, -1.232, -4.275], [2.557, 4.892, -2.954], [4.972, -0.136, -1.673], [6.257, -5.282, -2.326], [-0.236, 1.811, -6.579], [-3.981, 0.654, -4.174], [0.348, -5.775, -0.288], [-3.774, 5.550, 1.295], [-1.782, -2.411, 1.434], [-2.581, -0.212, 9.965], [1.633, 2.633, -2.427], [3.224, 6.056, -0.594], [-6.896, -0.776, -1.985], [-0.087, -1.302, 6.162], [-2.953, 3.665, -0.398], [0.740, 1.550, -6.585], [4.287, 4.161, -1.853], [0.723, 0.009, -8.251], [2.126, -5.575, 4.388], [1.006, 0.072, 5.716], [4.076, -2.902, 4.380], [-0.358, 1.619, 7.162], [0.992, 1.508, 1.552], [3.751, 3.918, -0.936], [-1.206, 1.517, 4.517], [3.443, -0.734, -1.060], [-7.464, 2.404, -3.425], [0.942, -3.327, 3.762], [0.383, -2.670, 3.095], [0.589, 6.330, -0.775], [-8.696, 0.538, -5.001], [1.085, 0.736, -5.363], [-6.594, 2.061, -3.983], [-2.384, 1.249, 2.629], [1.196, 7.221, -0.938], [-6.190, 1.994, -6.091], [4.953, -1.326, -3.624], [-2.212, 0.320, 9.088], [-3.056, 0.167, 8.415], [-4.164, 4.686, 1.833], [0.576, 4.176, -3.362], [-4.032, -0.999, 0.646], [1.887, -4.556, 1.774], [-1.591, 1.307, 1.884], [3.399, 2.478, 3.127], [5.132, -3.007, 4.131], [-1.027, -1.215, 8.490], [0.648, 3.097, -2.386], [-5.445, 4.284, 1.123], [0.190, -0.571, -0.296], [-5.857, 2.861, -3.915], [-3.151, 3.547, 1.631], [2.794, -3.817, 5.919], [-0.339, 0.416, 7.391], [-4.906, -1.851, -3.514], [-5.759, -2.572, 1.629], [-4.776, -1.330, -1.861], [4.916, -0.788, -0.194], [1.090, 3.097, -0.292], [2.248, 3.448, 3.802], [-2.184, -3.068, -0.147], [3.215, 6.427, 5.567], [4.427, -4.217, -4.254], [0.005, 2.255, -2.642], [-0.200, -1.943, -1.058], [4.182, -4.028, -0.435], [-0.233, -7.056, 0.599], [6.893, -3.898, -2.555], [2.205, 5.183, 5.205], [-7.059, 1.908, -5.438], [-4.286, 4.892, 2.896], [2.213, 0.518, -5.063], [-4.821, -4.365, -0.593], [-6.679, 0.807, -1.414], [6.507, -5.545, -1.298], [-7.831, 2.624, -5.719], [1.150, 1.740, -8.656], [3.186, 3.007, -1.135], [2.241, -3.923, 3.110], [-3.899, -2.219, 0.828], [1.051, 0.060, -1.290], [-1.144, -0.103, 3.798], [-2.508, -4.041, 1.252], [3.752, -3.390, -1.207], [1.537, 5.212, -2.742], [7.126, -2.657, -4.328], [-7.064, 0.261, -2.275], [-5.460, 3.233, -0.862], [1.202, 2.443, -6.486], [6.749, -6.028, -2.950], [1.247, 0.916, -7.949], [0.558, 3.738, -0.995], [1.336, -0.949, 7.143], [1.362, 5.087, -1.234], [-0.914, 0.831, -4.499], [-5.710, 2.232, 0.458], [-0.279, 6.466, -1.422], [4.045, -3.248, 2.219], [-5.849, -0.539, -5.393], [-5.931, 5.130, 0.637], [-1.556, 4.838, 0.810], [0.208, -4.115, 3.931], [1.838, 4.684, 6.573], [6.558, -2.702, -0.324], [1.363, -0.261, 2.984], [-0.541, -0.788, -5.244], [1.198, 5.985, 4.530], [3.007, -1.968, 2.747], [1.580, 0.210, 1.450], [-2.344, -0.321, -2.569], [-1.091, 0.021, -0.097], [2.327, 0.795, -7.863], [3.523, -4.138, 5.176], [-5.134, 3.112, 0.171], [-6.046, 3.884, 1.939], [-4.354, 1.118, -2.648], [3.371, 4.221, 4.450], [-6.213, 0.613, -3.542], [-4.357, 2.279, 2.769], [3.388, -2.948, 3.036], [0.785, -1.226, 0.888], [-6.653, -0.311, -4.693], [-8.098, 0.575, -2.420], [9.051, -4.780, -2.692], [8.923, -3.039, -2.274], [4.463, -2.263, -3.360], [0.687, -5.567, 1.868], [-2.964, 0.398, 2.273], [-3.299, 2.540, 2.783], [-5.626, -3.791, -0.135], [1.638, 4.103, 2.661], [-2.615, 0.329, 4.500], [0.557, -0.502, 6.527], [-3.224, 1.986, 0.169], [-0.476, 3.924, -0.704], [-2.836, -1.233, -2.909], [1.463, -7.040, 0.458], [-4.396, -1.140, -2.865], [1.250, -2.936, 4.731], [2.779, 5.063, -0.531], [-2.511, -3.013, 0.891], [8.423, -4.007, -2.250], [-2.488, -1.649, -3.854], [-7.927, 0.219, -6.452], [-4.655, 0.358, -3.370], [4.405, 3.709, 1.166], [-1.775, 0.770, 3.964], [2.949, -4.940, 4.058], [2.467, 4.933, 0.505], [0.614, -6.369, 0.585], [5.697, 4.143, -0.081], [-0.426, 4.553, -3.566], [3.393, -2.137, -3.525], [-3.581, 3.016, 0.212], [5.088, 2.587, 0.024], [5.122, -3.378, -4.299], [2.794, -4.964, 1.327], [4.166, -4.800, 5.756], [4.774, -2.405, -1.823], [0.848, -6.236, 2.713]],
  "forces_ev_per_angstrom": [[-0.3, -0.3, -1.9], [-0.5, 0.8, 0.1], [-0.1, -0.3, 0.4], [-0.1, 0.5, -0.1], [0.2, 0.3, 0.9], [1.1, -0.3, 0.5], [0.5, -0.1, -0.1], [0.1, -0.1, 0.3], [-0.3, 0.0, 0.0], [-0.2, 0.4, -0.4], [-0.1, 0.3, -0.3], [0.2, -0.8, 0.1], [-0.2, -0.5, -0.2], [0.9, -0.6, -0.1], [1.1, 0.5, 0.7], [0.2, 0.5, 0.3], [0.1, -0.8, -0.6], [-0.6, 0.1, -0.6], [-0.7, -1.6, 0.4], [-1.1, 0.4, -0.7], [0.0, 0.1, 0.0], [0.4, -0.1, -0.2], [-0.2, 0.3, 0.0], [0.0, 0.0, 0.1], [1.0, 0.0, 0.2], [-0.6, 0.5, -0.7], [0.6, 0.1, -0.3], [-0.1, 0.0, -0.2], [0.5, 0.6, 0.1], [1.5, 1.0, 0.0], [0.5, 0.8, -0.4], [1.5, -0.9, 7.2], [0.1, -0.3, 0.2], [0.3, -0.2, -0.2], [0.1, 0.1, 0.0], [-0.1, 0.2, -0.1], [0.0, -0.3, -0.9], [-0.2, 0.8, 1.4], [-0.6, -0.4, -0.4], [-1.0, -0.5, -1.0], [0.8, 0.3, -0.2], [0.4, 0.1, 0.4], [-0.2, 0.2, -0.1], [0.6, -0.1, 0.3], [0.2, 0.1, -0.1], [-0.2, 0.0, -0.4], [-0.5, -0.1, -0.6], [0.1, -0.2, -0.3], [-0.8, -0.1, -0.7], [0.9, -0.6, -0.7], [-0.1, 0.1, -0.1], [-0.1, 0.3, 0.4], [0.3, -0.4, 0.0], [-0.2, 0.2, 0.1], [0.2, -0.8, 0.8], [-1.3, -3.9, 1.7], [-1.0, -0.7, -2.0], [-1.2, 0.6, -0.3], [-0.2, 0.0, 0.0], [0.0, -0.5, -0.5], [0.2, -0.4, 0.4], [1.0, -1.2, -0.1], [1.0, 0.6, 0.0], [0.5, -1.0, 0.0], [0.2, 0.1, 0.6], [-0.9, -2.5, 1.1], [-0.9, 0.2, -1.0], [-0.1, 0.2, 0.2], [0.2, -0.2, 0.3], [-0.2, -0.1, -0.3], [-0.2, 0.2, -0.3], [-2.3, 0.6, 0.9], [0.6, 0.1, -0.7], [0.7, 0.3, -0.9], [1.0, 1.1, -0.8], [-0.4, -5.2, 0.5], [-1.1, 0.0, 0.2], [-0.1, 0.7, 0.0], [-1.0, -0.6, -0.8], [0.1, 0.4, 0.8], [0.2, -0.5, 0.0], [0.2, -1.7, 1.1], [-0.5, -0.8, 0.9], [-2.9, -0.3, -6.9], [0.6, -0.7, 0.5], [-0.2, 0.4, -0.9], [-0.3, 0.0, -0.2], [2.9, 3.8, -2.1], [0.3, 0.0, -0.2], [-0.8, 0.5, -0.2], [0.1, 0.5, 0.0], [-0.1, -1.0, 0.4], [-0.2, 0.5, 0.4], [2.0, -5.2, -4.5], [0.2, 0.2, -0.1], [-0.4, -1.7, -0.4], [0.7, -0.6, 0.0], [-0.5, 0.1, 0.7], [-0.1, -0.2, -0.1], [0.0, 0.4, 0.4], [-0.1, -0.1, 0.4], [1.9, -0.5, -1.4], [1.3, 5.8, 7.9], [-0.2, 0.2, 0.5], [0.1, 0.1, -0.2], [-0.7, 0.9, -0.6], [0.1, 0.3, 0.0], [0.2, 0.5, -0.3], [-0.5, -0.3, 0.1], [0.4, 0.4, 0.1], [-0.5, -0.3, -0.2], [-0.2, 0.0, 0.0], [-0.1, -0.5, 0.1], [2.7, 2.4, 0.6], [-0.4, -0.1, 1.2], [0.4, 0.2, -0.3], [-0.6, 0.1, 0.3], [0.5, -1.8, -0.4], [-0.2, -1.0, -0.9], [0.1, 0.1, 0.1], [1.7, 0.5, -0.2], [0.1, 0.6, -0.1], [0.7, 0.5, -0.1], [-0.1, 0.3, -0.3], [0.3, 1.4, 0.3], [0.9, 0.2, -1.2], [0.0, 0.0, 0.1], [0.1, 0.6, -0.6], [-0.3, -0.2, -0.2], [0.7, -0.3, 0.5], [-0.2, -0.4, 0.3], [-0.1, -0.4, 0.1], [0.3, 0.2, 0.4], [0.0, -0.1, 0.3], [-0.6, 0.5, 0.6], [0.6, -0.5, 0.2], [0.9, 0.5, -4.1], [-1.5, -1.0, -8.0], [-0.5, -0.3, -0.1], [0.0, 0.3, -0.3], [0.6, -2.1, -0.5], [-0.1, -0.1, 0.0], [2.5, -0.8, 6.3], [0.0, 0.1, -0.3], [-0.7, 0.7, 0.0], [-0.2, -0.4, 0.4], [0.3, 0.4, -0.4], [1.0, 0.7, -0.5], [-0.8, 0.3, -0.4], [-0.1, -0.4, 0.8], [-2.1, 3.7, 2.4], [0.9, -0.2, -0.3], [0.1, 0.0, 0.4], [-1.0, 1.5, -0.9], [3.1, 1.8, 3.2], [-1.7, 0.5, -0.4], [0.1, -0.5, -0.3], [-0.8, 0.0, -0.7], [0.0, 0.1, -0.7], [2.3, -0.4, -0.1], [1.5, 0.4, -0.1], [-0.4, 0.3, -0.1], [1.2, -0.8, -1.3], [0.1, 0.5, 0.2], [-0.6, -1.1, 0.3], [0.0, 0.5, 0.8], [-1.3, 0.0, 0.9], [0.2, 0.0, -0.2], [0.4, 0.4, 0.1], [-1.2, -1.5, 0.9], [0.2, 0.4, -0.3], [1.0, 2.4, -1.1], [-0.2, 0.4, -0.4], [-0.8, -0.7, 0.6], [-1.4, 1.1, -0.8], [-0.8, 1.3, 2.1], [0.1, 0.5, 0.0], [0.5, -0.3, 0.0], [-1.8, -0.6, 2.3], [0.1, 0.3, -0.1], [-0.7, -0.4, -0.5], [-2.8, -0.7, 0.3], [0.3, -0.1, 0.2], [-1.0, -0.7, -0.1], [-0.2, 0.5, 0.6], [0.0, 0.1, 0.1], [0.1, -0.2, 0.2], [0.2, -0.8, 2.2], [-0.2, -0.2, 0.1], [-2.0, 1.7, 0.6], [0.0, -0.4, 0.4], [0.7, 0.4, -0.2], [-2.0, 2.2, -0.8], [-0.2, 0.0, 0.0]],
  "lowdin_charge": [-0.23, -0.12, 0.07, 0.11, 0.15, 0.18, 0.05, 0.15, 0.14, 0.10, 0.16, 0.07, 0.09, -0.06, -0.01, 0.10, -0.15, 0.09, 0.04, -0.29, 0.07, 0.12, 0.13, 0.08, 0.20, 0.10, 0.12, 0.08, 0.08, 0.03, 0.13, 0.13, 0.08, 0.12, 0.13, 0.12, 0.09, 0.01, 0.16, 0.13, 0.07, 0.14, 0.08, 0.12, 0.11, 0.15, 0.08, 0.07, 0.12, 0.11, 0.11, 0.11, 0.13, 0.08, -0.09, 0.18, -0.25, -0.22, 0.08, 0.05, 0.13, 0.05, 0.07, 0.04, 0.13, -0.38, -0.09, -0.20, 0.12, 0.12, 0.11, 0.00, 0.11, -0.09, -0.17, 0.11, -0.12, 0.06, -0.24, 0.13, 0.17, -0.21, -0.13, 0.34, 0.13, -0.24, 0.11, -0.31, 0.11, 0.18, 0.05, 0.08, 0.11, 0.38, 0.07, -0.20, 0.11, 0.10, -0.22, 0.08, 0.08, -0.39, 0.60, -0.15, 0.15, 0.19, 0.12, 0.09, 0.10, 0.14, 0.11, 0.09, -0.20, -0.29, -0.30, 0.05, 0.09, 0.00, -0.08, 0.14, 0.05, 0.10, 0.17, 0.13, 0.10, -0.03, 0.10, -0.20, 0.07, 0.10, 0.11, 0.13, 0.14, 0.14, 0.08, 0.09, -0.31, 0.18, -0.22, 0.10, -0.29, 0.10, 0.56, 0.06, -0.29, 0.11, -0.13, -0.14, 0.12, 0.11, -0.20, -0.19, 0.13, -0.12, -0.23, -0.10, 0.12, 0.12, 0.10, -0.10, -0.22, 0.07, -0.05, 0.07, -0.33, 0.08, 0.02, 0.11, 0.09, -0.08, 0.09, -0.18, 0.09, -0.05, 0.05, 0.01, 0.08, 0.14, -0.07, 0.08, -0.08, -0.09, 0.11, -0.09, 0.09, 0.13, 0.12, -0.05, 0.07, -0.15, 0.12, 0.14, -0.41, 0.11]
}